Molecular formula: C18H48N2O12Zn
Method: DFT, ωB97M-V/def2-TZVPD

```
81
Properties=species:S:1:pos:R:3
Zn 6.924 11.297 -11.595
O 8.162 8.112 -7.632
C 7.975 8.941 -8.630
O 8.259 10.147 -8.614
O 7.374 8.581 -9.690
H 8.404 8.797 -7.004
O 2.466 13.813 -12.132
C 3.411 12.960 -11.932
O 3.927 12.325 -12.899
O 4.065 12.878 -10.862
H 2.342 14.223 -11.272
C -2.400 14.298 -6.563
C -1.632 14.309 -7.864
C -2.215 15.456 -8.814
O -0.323 14.691 -7.517
H -3.414 13.993 -6.820
H -2.322 15.236 -6.013
H -1.863 13.464 -6.109
H -1.574 13.394 -8.454
H -2.482 16.336 -8.229
H -3.141 15.187 -9.321
H -1.498 15.807 -9.556
H -0.058 13.963 -6.951
C 3.401 19.901 -10.410
C 4.341 20.666 -11.266
C 5.661 21.026 -10.494
O 4.509 20.007 -12.517
H 3.179 20.329 -9.432
H 3.809 18.891 -10.436
H 2.496 19.813 -11.011
H 3.838 21.622 -11.416
H 6.401 21.559 -11.092
H 6.097 20.126 -10.062
H 5.467 21.718 -9.675
H 3.685 19.919 -13.001
C 3.510 6.738 -22.440
C 3.351 7.626 -21.228
C 2.956 6.813 -19.924
O 3.156 7.541 -18.735
C 1.943 8.025 -18.191
N 4.500 8.465 -21.097
H 2.514 6.528 -22.829
H 4.046 5.834 -22.152
H 4.108 7.174 -23.240
H 2.573 8.373 -21.382
H 3.587 5.941 -19.750
H 1.929 6.449 -19.941
H 1.303 8.623 -18.840
H 2.215 8.665 -17.352
H 1.385 7.139 -17.890
H 4.450 8.924 -20.199
H 5.299 7.870 -20.931
C -0.704 17.714 -18.025
C 0.565 16.956 -17.900
C 1.824 17.256 -18.842
O 2.946 16.420 -18.430
C 3.090 15.077 -18.837
N 0.922 17.086 -16.522
H -1.455 17.310 -17.346
H -1.042 17.526 -19.044
H -0.701 18.777 -17.786
H 0.267 15.924 -18.088
H 2.092 18.297 -18.663
H 1.621 17.293 -19.912
H 2.331 14.394 -18.454
H 4.109 14.803 -18.567
H 2.961 14.996 -19.916
H 1.865 16.728 -16.472
H 0.322 16.588 -15.881
C 1.447 8.698 -8.640
O 0.320 8.066 -8.064
H 1.523 9.581 -8.005
H 2.320 8.075 -8.445
H 1.333 9.024 -9.674
H 0.010 7.310 -8.568
C 9.636 15.130 -11.115
O 8.691 14.504 -11.924
H 10.589 14.615 -11.231
H 9.820 16.155 -11.437
H 9.274 15.069 -10.089
H 8.319 15.141 -12.539
```

Summary:
* lowest unoccupied orbital energy: -5.32 eV
* orbital gap: 0.1222 Eh

Results of the Löwdin charge analysis, in e, for atoms 1 through 5: Zn 1.05; O 0.16; C -0.83; O 0.00; O 0.03

***

Molecular formula: C18H48N8O10
Method: DFT, ωB97M-V/def2-TZVPD

```
84
Properties=species:S:1:pos:R:3
C -4.542 -1.482 -0.315
C -3.622 -0.893 -1.374
N -2.659 -1.646 -1.745
O -3.914 0.154 -2.013
H -4.605 -0.923 0.619
H -4.202 -2.475 -0.021
H -5.524 -1.539 -0.784
H -2.087 -1.335 -2.517
H -2.580 -2.594 -1.404
C 3.479 0.870 -1.802
C 4.398 0.832 -2.969
N 4.874 -0.354 -3.310
O 4.629 1.823 -3.673
H 3.417 -0.060 -1.236
H 2.496 1.236 -2.097
H 3.969 1.621 -1.182
H 4.446 -1.158 -2.875
H 5.312 -0.536 -4.202
C -1.272 3.220 2.346
C -1.014 3.012 3.776
N -1.903 2.340 4.480
O -0.006 3.395 4.396
H -1.815 2.395 1.884
H -0.322 3.418 1.849
H -1.906 4.106 2.323
H -1.778 2.247 5.477
H -2.695 1.890 4.044
C 2.733 4.309 2.199
C 2.861 4.511 0.715
N 2.343 3.607 -0.081
O 3.340 5.522 0.294
H 3.632 4.627 2.726
H 2.722 3.254 2.474
H 1.876 4.743 2.713
H 2.395 3.766 -1.077
H 1.951 2.750 0.281
C 1.591 -0.982 -4.422
C 0.148 -1.282 -4.478
N -0.344 -1.832 -5.589
O -0.627 -1.068 -3.520
H 1.881 -0.169 -5.087
H 2.221 -1.854 -4.596
H 1.779 -0.554 -3.437
H -1.300 -2.117 -5.433
H 0.269 -2.137 -6.331
C 2.117 -3.916 0.013
C 3.130 -2.917 -0.422
N 3.807 -2.249 0.470
O 3.353 -2.672 -1.624
H 1.177 -3.825 -0.533
H 1.817 -3.856 1.059
H 2.465 -4.927 -0.200
H 4.630 -1.742 0.178
H 3.860 -2.608 1.413
C -1.801 -3.739 1.860
C -1.281 -4.101 3.206
N -2.142 -4.279 4.137
O -0.100 -4.258 3.492
H -1.904 -4.677 1.315
H -1.027 -3.136 1.385
H -2.760 -3.228 1.938
H -1.799 -4.629 5.020
H -3.076 -3.980 3.893
C -0.149 -0.969 0.379
C 0.263 0.431 0.011
N -0.012 0.830 -1.166
O 0.869 1.160 0.761
H -1.093 -0.912 0.921
H 0.541 -1.272 1.166
H -0.167 -1.696 -0.433
H 0.334 1.715 -1.508
H -0.362 0.187 -1.862
C -1.847 3.933 -1.626
O -1.242 3.496 -2.804
H -2.765 3.369 -1.462
H -1.161 4.016 -0.783
H -2.225 4.932 -1.843
H -0.324 3.778 -2.812
C -3.197 -0.357 3.592
O -4.039 0.792 3.328
H -2.392 -0.549 2.883
H -2.756 -0.086 4.552
H -3.823 -1.237 3.743
H -4.961 0.524 3.337
```

Summary:
* SMILES: CC(N)=O.CC(N)=O.CC(N)=O.CC(N)=O.CC(N)=O.CC(N)=O.CC(N)=O.CC(N)=O.CO.CO
* lowest unoccupied orbital energy: -0.07 eV
* energy relative to the best compared isomer or geometry (same formula, charge and spin): 40.20 kcal per mole
* orbital gap: 0.3174 Eh

Results of the Löwdin charge analysis, in e, for atoms 1 through 5: C 0.00; C -0.61; N 0.17; O -0.01; H 0.07

***

Molecular formula: C18H48O6
Method: DFT, ωB97M-V/def2-TZVPD

```
72
Properties=species:S:1:pos:R:3
C -1.036 -0.277 0.251
C 0.130 -1.062 -0.404
C 1.568 -0.535 -0.058
O 0.087 -2.431 0.089
H -1.070 -0.416 1.331
H -1.891 -0.887 -0.040
H -1.041 0.780 -0.017
H 0.023 -1.059 -1.489
H 1.784 0.381 -0.608
H 2.322 -1.266 -0.351
H 1.739 -0.322 0.997
H 0.741 -2.466 0.790
C 0.231 3.719 0.352
C 0.846 5.126 0.058
C 2.335 5.219 -0.213
O 0.240 5.848 -1.010
H -0.839 3.904 0.441
H 0.452 3.447 1.384
H 0.504 2.983 -0.404
H 0.700 5.696 0.976
H 2.653 6.236 -0.447
H 2.637 4.716 -1.132
H 2.962 4.851 0.599
H -0.358 6.471 -0.590
C 2.152 1.110 -4.914
C 1.319 -0.173 -5.268
C 0.391 -0.640 -4.209
O 0.666 0.006 -6.454
H 1.392 1.791 -4.531
H 2.664 1.385 -5.836
H 2.819 0.741 -4.135
H 2.076 -0.932 -5.463
H -0.062 -1.623 -4.341
H -0.416 0.076 -4.058
H 1.002 -0.796 -3.319
H 0.380 0.914 -6.328
C -2.531 3.067 2.890
C -3.837 3.174 2.084
C -3.782 3.232 0.535
O -4.734 2.127 2.418
H -2.834 3.057 3.937
H -1.733 3.790 2.721
H -2.133 2.153 2.448
H -4.157 4.151 2.446
H -4.730 3.503 0.071
H -3.415 2.252 0.229
H -2.971 3.858 0.161
H -5.585 2.541 2.260
C 5.481 -2.392 0.949
C 4.209 -3.024 1.404
C 4.222 -4.376 2.012
O 3.814 -2.153 2.520
H 6.121 -2.058 1.766
H 5.355 -1.443 0.429
H 6.074 -3.081 0.347
H 3.439 -2.879 0.646
H 4.836 -4.425 2.911
H 4.576 -5.047 1.229
H 3.175 -4.646 2.155
H 4.511 -2.336 3.154
C -3.736 -4.740 0.240
C -3.443 -3.662 1.313
C -4.206 -3.943 2.710
O -2.099 -3.664 1.695
H -3.201 -4.602 -0.699
H -4.778 -4.786 -0.076
H -3.490 -5.756 0.548
H -3.730 -2.708 0.872
H -3.984 -3.181 3.458
H -3.959 -4.923 3.117
H -5.275 -4.078 2.547
H -1.573 -3.519 0.905
```

Summary:
* net charge: +1
* lowest unoccupied orbital energy (alpha / beta): -2.57 / -9.43 eV
* energy relative to the best compared isomer or geometry (same formula, charge and spin): 34.54 kcal per mole
* 2S+1: 2
* expectation value of S²: 0.75
* orbital gap (alpha / beta): 0.3455 / 0.0935 Eh

Results of the Löwdin charge analysis, in e, for atoms 1 through 5: C -0.03; C -0.39; C -0.03; O -0.05; H 0.08